DFT (ωB97M-V with the def2-TZVPD basis set) results for a cluster of 2 separate species, C5H8N2O5 in total in a non-equilibrium geometry.

E_HOMO (spin up / spin down) ... -8.937 / -8.831 eV
Energy relative to the best compared isomer or geometry (same formula, charge and spin) ... 160.66 kcal per mole
Multiplicity ... 1
Lowest unoccupied orbital energy (spin up / spin down) ... -1.86 / -0.31 eV
E_tot ... -18523.69452 eV

Each line ends with the Löwdin charge.
Atoms and positions in Å:
O (-0.33, -1.15, -2.67)  0.0320
O (0.46, -2.22, -0.15)  0.0190
O (0.03, 2.28, 1.85)  -0.0334
O (0.93, -0.72, 1.47)  -0.0488
O (-3.03, 1.89, 1.57)  0.0748
N (-2.05, 1.76, 0.87)  -0.1252
N (-0.87, 1.91, 0.75)  0.0237
C (0.09, -0.03, -2.02)  -0.3814
C (0.04, 1.24, -2.82)  -0.0156
C (0.72, -0.02, -0.80)  0.1548
C (0.75, -1.04, 0.21)  -0.5151
C (0.93, -1.81, 2.40)  -0.0610
H (-0.09, -2.37, 2.50)  0.1238
H (0.89, 1.23, -3.56)  0.1146
H (-0.84, 1.11, -3.36)  0.0594
H (1.41, -1.33, 3.26)  0.0919
H (0.01, 2.10, -2.16)  0.0774
H (-0.17, -2.01, -2.04)  0.1780
H (1.50, -2.75, 2.02)  0.1158
H (-0.38, 1.91, 2.69)  0.1152



DFT (ωB97M-V with the def2-TZVPD basis set) results for a structure of composition C5H8N2OS in a non-equilibrium geometry.

E_HOMO ... -7.753 eV
Energy relative to the best compared isomer or geometry (same formula, charge and spin) ... 98.74 kcal per mole
Multiplicity ... 1
Lowest unoccupied orbital energy ... 0.48 eV
E_tot ... -21174.33475 eV

Each line ends with the Löwdin charge.
Atoms and positions in Å:
S (3.31, 1.05, 0.21)  0.7543
O (0.42, -2.72, -0.24)  0.0198
N (-0.03, 0.56, 0.32)  -0.0342
N (0.70, -0.55, 0.45)  -0.0209
C (-1.38, 0.24, 0.15)  -0.3077
C (-2.52, 1.17, -0.04)  -0.0428
C (-1.45, -1.13, 0.09)  0.0334
C (-0.08, -1.64, 0.04)  -0.5025
C (2.38, -0.24, -0.47)  -0.4170
H (2.71, -1.18, -0.24)  0.0057
H (0.44, 1.47, 0.67)  0.1731
H (-2.69, 1.30, -1.12)  0.0844
H (-2.31, 2.12, 0.57)  0.1003
H (-2.21, -1.64, -0.27)  0.0645
H (1.95, -0.02, -1.56)  0.1224
H (4.21, 0.48, 0.98)  -0.1443
H (-3.46, 0.72, 0.46)  0.1115



DFT (ωB97M-V with the def2-TZVPD basis set) results for the molecule C5H8N2S in a non-equilibrium geometry.

E_HOMO ... -8.131 eV
Energy relative to the best compared isomer or geometry (same formula, charge and spin) ... 109.53 kcal per mole
Multiplicity ... 1
Lowest unoccupied orbital energy ... 0.72 eV
Structure (SMILES) ... [H]/N=C1\C[C@@H]2C[C@H]2SN1
E_tot ... -19125.67166 eV

Each line ends with the Löwdin charge.
Atoms and positions in Å:
S (0.92, -0.56, -2.01)  0.8756
N (-2.20, -1.69, 0.11)  0.0488
N (-0.70, -0.99, -1.48)  -0.3045
C (1.75, 1.48, 0.28)  -0.0588
C (-0.46, 0.05, 0.89)  -0.1762
C (1.00, 0.15, 0.71)  -0.2567
C (-1.10, -0.95, -0.18)  -0.4472
C (0.91, 0.75, -0.74)  -0.5546
H (1.46, 2.49, 0.50)  0.0917
H (-1.18, 0.89, 0.71)  0.1376
H (-1.27, -1.23, -2.33)  0.1156
H (2.84, 1.06, 0.35)  0.1384
H (-0.22, 1.16, -0.75)  0.1289
H (-2.50, -1.66, 1.15)  0.0514
H (1.59, -0.73, 0.96)  0.1348
H (-0.81, -0.22, 1.84)  0.0754



DFT (ωB97M-V with the def2-TZVPD basis set) results for the molecule C5H8N2S in a non-equilibrium geometry.

E_HOMO ... -8.878 eV
Energy relative to the best compared isomer or geometry (same formula, charge and spin) ... 67.51 kcal per mole
Multiplicity ... 1
Lowest unoccupied orbital energy ... -1.17 eV
Structure (SMILES) ... C=N/N=C(\C=S)CC
E_tot ... -19127.49360 eV

Each line ends with the Löwdin charge.
Atoms and positions in Å:
S (-1.52, 1.67, -0.75)  0.7146
N (1.49, -1.61, -0.92)  -0.0518
N (1.21, -1.03, 0.26)  0.0664
C (-0.30, 0.59, -0.77)  -0.5653
C (-1.56, -0.34, 2.09)  -0.1211
C (0.31, -0.14, 0.39)  -0.3612
C (2.50, -1.27, -1.63)  -0.0270
C (-0.16, 0.21, 1.81)  -0.2280
H (-2.35, -0.01, 1.38)  0.0482
H (-0.16, 1.29, 1.90)  0.0918
H (0.56, -0.20, 2.49)  0.0980
H (-1.86, 0.01, 3.07)  0.0643
H (2.76, -2.02, -2.34)  0.0567
H (-1.53, -1.47, 2.14)  0.0972
H (0.18, 0.27, -1.71)  0.0439
H (3.05, -0.35, -1.58)  0.0735



DFT (ωB97M-V with the def2-TZVPD basis set) results for the molecule C5H8N2S in a non-equilibrium geometry.

E_HOMO ... -9.451 eV
Energy relative to the best compared isomer or geometry (same formula, charge and spin) ... 62.20 kcal per mole
Multiplicity ... 1
Lowest unoccupied orbital energy ... 0.52 eV
Structure (SMILES) ... [H]/N=C(\SC)[C@@H](C)C#N
E_tot ... -19127.72426 eV

Each line ends with the Löwdin charge.
Atoms and positions in Å:
S (1.23, 1.36, -0.48)  0.8662
N (0.55, -0.88, 0.89)  0.0941
N (-2.67, 1.95, 0.20)  0.1681
C (-2.10, 1.04, -0.19)  -0.2881
C (0.27, -0.02, 0.09)  -0.6085
C (2.82, 1.00, 0.17)  -0.4425
C (-2.04, -1.37, -0.12)  -0.0789
C (-1.43, -0.10, -0.70)  -0.2650
H (-1.07, -0.14, -1.74)  0.1290
H (-2.16, -1.16, 0.93)  0.0774
H (3.10, 0.01, -0.36)  0.0823
H (3.33, 1.93, -0.17)  0.0428
H (2.72, 0.91, 1.24)  0.0290
H (-1.16, -2.11, -0.22)  0.1084
H (-2.95, -1.47, -0.56)  0.0438
H (1.54, -0.96, 1.05)  0.0419



DFT (ωB97M-V with the def2-TZVPD basis set) results for the molecule C5H8N2S in a non-equilibrium geometry.

E_HOMO ... -8.929 eV
Energy relative to the best compared isomer or geometry (same formula, charge and spin) ... 58.69 kcal per mole
Multiplicity ... 1
Lowest unoccupied orbital energy ... 0.61 eV
Structure (SMILES) ... [H]/N=C(\NS)C(=C)C=C
E_tot ... -19127.87618 eV

Each line ends with the Löwdin charge.
Atoms and positions in Å:
S (-1.68, -1.59, -0.47)  0.7758
N (-1.91, 0.00, 0.14)  -0.3506
N (-1.10, 2.27, 0.30)  0.1390
C (-0.92, 1.01, 0.18)  -0.4696
C (0.93, -0.60, 0.79)  -0.1983
C (1.65, -1.55, 0.20)  -0.0200
C (1.24, 1.10, -0.98)  0.0809
C (0.48, 0.51, -0.06)  -0.3246
H (2.17, -2.41, 0.66)  0.0679
H (-1.78, -2.18, 0.75)  -0.1198
H (1.97, -1.39, -0.85)  0.0651
H (0.63, -0.73, 1.82)  0.1124
H (2.26, 0.71, -1.16)  0.0799
H (0.89, 1.89, -1.60)  0.0632
H (-2.08, 2.53, 0.43)  0.0443
H (-2.76, 0.43, -0.14)  0.0544



DFT (ωB97M-V with the def2-TZVPD basis set) results for the molecule C5H8N2S2 in a non-equilibrium geometry.

E_HOMO (spin up / spin down) ... -8.074 / -8.032 eV
Energy relative to the best compared isomer or geometry (same formula, charge and spin) ... 110.06 kcal per mole
Multiplicity ... 1
Lowest unoccupied orbital energy (spin up / spin down) ... -0.88 / -0.93 eV
E_tot ... -29960.02689 eV

Each line ends with the Löwdin charge.
Atoms and positions in Å:
S (4.28, -1.77, -1.28)  0.4952
S (1.53, 0.80, 0.52)  0.9708
N (2.79, -1.08, -1.06)  -0.8552
N (1.82, -1.06, -1.77)  0.1148
C (-2.03, 0.04, 0.58)  -0.2376
C (-0.95, -0.24, -0.44)  -0.1636
C (0.30, 0.04, -0.27)  -0.4062
C (-2.67, 1.41, 0.31)  -0.0958
C (2.77, -0.51, 0.35)  -0.5101
H (-3.73, 1.39, 0.56)  0.0711
H (-1.27, -0.69, -1.37)  0.1236
H (2.54, -1.35, 1.01)  0.0863
H (-2.78, -0.75, 0.50)  0.1072
H (-2.57, 1.66, -0.74)  0.0754
H (-1.61, 0.02, 1.59)  0.1094
H (-2.18, 2.18, 0.90)  0.0731
H (3.75, -0.09, 0.60)  0.0418